[1]
DFT (ωB97M-V/def2-TZVPD) results for the ion C22H41N2O with charge +1.

Kohn-Sham gap: 10.75 eV
ΔE to the lowest compared entry with this formula, charge and spin: 0.000 eV
Total charge: +1
SMILES: CCCCCCCCCCCCCCCCn1cc[n+](CC(C)=O)c1

Last column: Löwdin charge in e.
Atoms and positions in Å:
H -0.8723 1.8911 3.4782  0.093
H -1.3830 0.3851 1.4331  0.121
H -0.4634 4.6633 -0.8324  0.116
C 1.7839 2.7053 -0.9630  -0.206
H 3.9010 -2.5513 -1.9958  0.124
C 0.4529 -1.1265 0.0308  -0.011
H -4.4652 2.3444 -0.1595  0.116
N 0.9256 -2.2762 -0.4365  -0.025
C -1.9889 3.2192 -0.3292  -0.209
H 1.5897 -1.6584 -2.2963  0.131
H -0.5610 3.2967 -1.9305  0.113
C 0.0621 1.3798 3.6928  0.014
C -0.7784 -0.3352 1.9941  -0.040
H -4.4633 -1.3874 -2.2100  0.117
H -2.9057 -0.6288 -1.9161  0.103
C -0.2411 -2.6982 1.3737  0.003
C 4.0432 1.5151 -1.0209  -0.195
H -2.6647 2.0559 -1.9922  0.124
C -2.5118 1.9091 -0.9212  -0.225
H 0.6193 -0.1630 -0.4121  0.159
C -0.6051 3.5837 -0.8776  -0.200
H 2.5819 1.3945 0.5616  0.073
C -3.6958 -1.7442 -0.2489  -0.261
H -4.8455 0.9556 -2.1076  0.114
C 3.2860 -2.3291 -1.1232  -0.157
H -5.5527 0.2355 -0.6661  0.114
C 0.5319 2.9024 -0.1108  -0.215
C -3.8787 -0.8418 -1.4670  -0.221
H 0.7587 -4.3002 0.2319  0.145
H 1.5407 2.0384 -1.7947  0.104
C -4.6073 0.4676 -1.1604  -0.208
H 2.0790 3.6610 -1.3980  0.125
H -0.0631 0.8271 4.6242  0.106
H 1.6345 -3.4090 -2.0098  0.138
H 0.7838 3.4936 0.7716  0.125
H -3.6605 1.0428 0.7005  0.098
N -0.2773 -1.3592 1.1223  -0.032
H -0.7450 -3.1433 2.2068  0.143
H -1.9457 3.1535 0.7616  0.109
C 2.9495 2.1369 -0.1492  -0.203
H -2.9047 -3.7030 0.2420  0.065
H 0.1936 1.9255 0.2476  0.071
H 4.2712 2.2028 -1.8371  0.116
C -3.8337 1.4640 -0.2935  -0.212
C 3.6776 -0.9619 -0.5616  -0.197
H 0.8649 2.0985 3.8353  0.101
H 2.6892 0.2259 -2.0859  0.089
H -3.0742 -1.2432 0.4970  0.075
C 0.4227 0.4229 2.6130  -0.408
C 1.8176 -2.4310 -1.5609  -0.108
O 1.5294 0.2066 2.2019  0.104
H -2.6965 4.0111 -0.5769  0.116
H -2.1034 -2.9212 -1.1284  0.059
H 3.0286 -0.7025 0.2765  0.086
H 4.6888 -1.0445 -0.1608  0.125
H -1.3935 -0.7786 2.7781  0.152
H 4.9502 1.3990 -0.4258  0.114
C 0.5074 -3.2720 0.3930  0.007
H -4.6691 -1.9297 0.2077  0.117
H -3.7092 -3.6129 -1.3209  0.079
C 3.6689 0.1519 -1.6096  -0.204
H 4.3880 -0.1011 -2.3909  0.121
H 3.3876 2.9440 0.4394  0.121
C -3.0617 -3.0761 -0.6331  -0.111
H -1.7584 1.1233 -0.8072  0.086
H 3.4822 -3.0972 -0.3725  0.118

Cartesian forces (eV/Å) of the 6 atoms listed first:
H -0.1 0.0 0.0
H 0.0 -0.1 0.1
H 0.1 0.0 -0.1
C 0.0 -0.1 0.5
H 0.0 -0.1 0.0
C -0.1 0.1 -0.2

[2]
DFT (ωB97M-V/def2-TZVPD) results for a structure of composition C22H41N5O3RuS2Si.

Kohn-Sham gap (alpha / beta): 8.76 / 6.33 eV
Multiplicity: 6
Total charge: +1
⟨S²⟩: 8.76

Last column: Löwdin charge in e.
Atoms and positions in Å:
S 1.6632 -1.5097 0.8493  0.605
H 5.9036 -3.8052 -2.5363  0.041
H 5.2202 -2.4579 -3.4225  0.037
C -2.9427 1.2550 2.3851  -0.538
H 0.7138 3.2970 2.8599  0.035
H 4.4056 -4.0283 -3.4241  0.041
C 1.2335 3.2813 1.9060  -0.367
N 0.4633 -0.6987 -1.2993  -0.123
H -1.0644 -2.5155 -0.0010  0.078
H -2.1396 -2.4797 -1.9097  0.079
H -1.3829 -2.5764 1.6330  0.120
H -4.7262 2.0583 2.9703  0.176
H -2.9446 -0.9991 1.4532  0.085
H 2.9131 0.8707 -0.3423  0.009
N -1.3515 -1.9761 0.8102  -0.052
C 4.9643 -3.3226 -2.8087  -0.179
H 5.1730 -0.7476 -0.5847  0.032
H -2.6915 -0.7972 -2.0440  0.067
Si 4.0490 -2.8549 -1.2513  0.502
C -2.9945 -1.8128 -1.7821  -0.034
H -5.5706 -1.3346 -0.8792  0.101
H -1.2281 5.6379 2.9232  0.089
O -0.9929 2.2402 -0.2909  -0.077
C -2.8235 3.5443 0.5842  -0.302
H -3.0097 -3.9447 -0.0347  0.079
S 1.6773 1.5739 1.5612  0.732
H 4.3677 -4.9852 -0.0657  0.041
H -1.1704 4.9136 0.5754  0.116
C -1.8678 4.8039 2.6373  -0.069
O -4.9858 4.0100 1.4927  0.140
N -3.9340 2.2172 2.3596  0.229
H -3.9699 4.6802 -0.7943  0.128
H 4.7804 -1.7073 0.8414  0.020
H 3.3259 2.5263 0.1296  0.054
H 2.9648 -1.9581 -3.8768  0.101
C -3.2980 3.8229 -0.8487  -0.168
C 5.1267 -1.7640 -0.1887  -0.175
O -3.0501 0.2598 3.0760  0.060
H 1.8124 2.2195 -0.7623  0.045
C -3.8728 -3.2831 0.0552  -0.032
H -4.3447 2.9244 -2.5072  0.086
H 2.8686 -5.0019 -0.9894  0.038
C 0.2877 -0.4029 -2.6028  -0.130
H -3.7573 -2.1345 -2.4890  0.098
C 2.2689 -1.6022 -3.1289  -0.046
H -4.8947 2.3622 -0.9426  0.079
N -2.5427 -1.2514 0.5481  -0.090
H -4.5441 0.0574 -0.5428  0.060
H -5.1464 -0.9440 0.7885  0.096
C 1.5475 -1.3808 -0.8900  -0.758
C -3.5456 -1.8525 -0.3627  -0.617
H -3.3502 1.7871 -1.6055  0.058
C -4.7734 -0.9618 -0.2371  -0.020
C -4.0083 2.6546 -1.5072  -0.069
H 6.1442 -2.1572 -0.1849  0.038
C -1.8621 2.3819 0.6061  -0.468
H -0.5877 0.1839 -2.8491  0.111
C 2.5062 1.8257 -0.0198  -0.363
H -4.2360 -3.3251 1.0829  0.094
H 2.1461 3.8682 1.9946  0.055
C -2.1021 4.8049 1.1340  -0.148
H -4.6527 -3.6859 -0.5903  0.096
C 3.5010 -4.3866 -0.3477  -0.177
H -2.7323 5.6548 0.8663  0.132
H -2.4252 4.1209 -1.4299  0.126
H 0.6019 3.6877 1.1213  0.024
C 1.1676 -0.8447 -3.5531  -0.039
C -4.0183 3.2953 1.4928  -0.414
H 2.9466 -4.1549 0.5617  0.006
Ru -0.3825 0.1200 0.5638  1.345
H -2.8067 4.9153 3.1799  0.087
H 1.0091 -0.6112 -4.5947  0.113
C 2.5035 -1.8816 -1.7936  -0.233
N -1.8614 1.4405 1.5561  0.045
H -1.3921 3.8856 2.9859  0.057

Cartesian forces (eV/Å) of the 6 atoms listed first:
S 0.0 0.1 -0.1
H 0.0 0.0 0.0
H 0.0 0.0 0.0
C 0.0 0.0 0.0
H 0.0 0.0 0.0
H 0.0 0.0 0.0

[3]
DFT (ωB97M-V/def2-TZVPD) results for a structure of composition C22H42BF4IN5O7S2SiSn.

Kohn-Sham gap: 6.70 eV
ΔE to the lowest compared entry with this formula, charge and spin: 2.108 eV
Total charge: +1

Last column: Löwdin charge in e.
Atoms and positions in Å:
C -2.6153 3.8317 -5.0180  -0.725
I -3.5638 4.4902 -6.7645  0.889
H -4.8474 1.4327 2.4211  0.127
H 4.8163 -3.4322 0.8666  0.096
C 4.3034 -2.5062 1.1305  -0.014
C -1.3355 2.9608 -2.7278  -0.137
H 1.2602 0.7684 5.1136  0.085
C 6.3601 -1.1460 0.6460  -0.021
O 3.8709 1.4877 3.8690  -0.142
Sn 0.1258 0.0896 0.3091  1.131
H 3.8074 -2.1060 0.2426  0.077
H 3.6689 -0.4431 -4.4803  0.104
H -0.1887 -1.8615 -3.0775  0.184
C 1.0474 -0.2867 5.3128  -0.014
H -0.9472 5.0258 -2.3293  0.124
C 5.2964 -1.4885 1.6749  -0.624
B -0.7906 -2.1556 2.2008  -1.238
C 4.5516 2.7598 3.6714  -0.622
H 3.8424 3.4118 5.5970  0.090
C 3.3657 -0.6089 6.2097  -0.020
H 7.0439 -0.3961 1.0462  0.090
F -2.0002 -2.5116 1.6296  0.129
H -2.0812 5.8161 -4.3838  0.099
O -0.2405 1.2778 -1.4842  -0.169
H -1.4577 -1.2896 -1.1638  0.016
C -1.9226 2.0404 -3.5886  -0.023
H 0.6251 -0.3817 6.3144  0.099
N 0.2125 -1.4818 -2.2359  0.095
C 6.0007 2.5599 4.1013  -0.016
C -2.5748 2.4748 -4.7328  -0.142
H 6.5511 3.4972 4.0086  0.095
H 0.3184 -0.6504 4.5938  0.067
F 0.2346 -2.2936 1.1795  0.024
H 6.0401 2.2265 5.1396  0.092
H 3.4724 3.2112 1.8667  0.029
C -0.6840 2.5022 -1.4578  -0.551
H 3.5417 -2.7264 1.8824  0.086
O 1.9959 -0.8708 -3.4223  0.038
H 4.3684 4.7263 4.5285  0.094
S 1.9189 1.1618 1.6240  0.503
O 1.8896 -0.4694 -1.1962  -0.012
S -2.6225 -0.0122 0.0516  0.859
H 5.1598 -2.2194 3.6999  0.074
H 2.8169 3.9096 4.2377  0.088
H 4.2894 -1.1842 6.1132  0.093
H -0.4992 1.9246 2.6915  0.082
C 1.4262 -0.8954 -2.2452  -0.576
N -1.0174 1.8465 1.8229  -0.045
C 3.8492 3.7678 4.5658  -0.021
H 6.9339 -2.0370 0.3875  0.094
H 1.3262 -2.9311 4.6765  0.071
O 2.8650 -0.9657 3.8597  -0.117
H 5.0729 2.5279 1.5793  0.089
H 3.2070 0.8240 -3.3114  0.109
F -0.7963 -0.7235 2.4260  0.000
H 2.9840 -0.7330 7.2238  0.096
H -0.3406 -2.3229 -0.4866  0.123
Si 3.4632 0.2113 2.9701  -0.018
C 2.0626 -2.5847 5.3975  -0.012
N -0.4683 -1.4625 -1.0179  -0.042
H -0.8389 2.6661 1.2019  0.077
O 4.5897 -0.2529 1.9330  -0.134
C -3.1699 0.9377 1.3397  -0.736
C 3.3004 -0.2459 -3.4813  0.020
C -2.0351 4.7580 -4.1628  -0.133
O -0.6203 3.2784 -0.5020  0.032
H 6.5859 -1.2094 3.3834  0.094
H 3.5894 0.4441 6.0407  0.073
H 5.8947 -0.7479 -0.2576  0.083
H -1.8829 0.9857 -3.3510  0.105
C 5.9340 -1.9807 2.9679  -0.015
H -2.7729 2.2466 2.8272  0.170
C 4.5037 3.2086 2.2162  -0.049
H 6.4751 1.8054 3.4702  0.084
H -3.0467 1.7611 -5.3956  0.095
H 4.9042 4.2178 2.1178  0.099
H -5.0808 0.3261 1.1226  0.113
F -0.4507 -2.8424 3.3274  0.198
H 2.9880 -3.1487 5.2663  0.091
N -4.4717 0.9517 1.6201  0.134
C 2.3270 -1.1013 5.2095  -0.603
H 3.9610 -0.6760 -2.7331  0.097
N -2.3742 1.7131 2.0715  -0.022
H 1.6819 -2.7686 6.4036  0.098
H 6.5287 -2.8757 2.7808  0.097
C -1.3964 4.3187 -3.0136  -0.006

Cartesian forces (eV/Å) of the 6 atoms listed first:
C -0.1 0.1 -0.2
I 0.1 -0.1 0.2
H 0.0 0.1 0.0
H 0.0 0.0 0.0
C -0.1 0.1 0.0
C 0.1 -0.3 0.1

Max |F| list, top to bottom, in eV Å⁻¹: 1.1, 0.7, 2.8
E list, top to bottom, in a.u.: -1047.439253, -2542.998632, -3686.399916